1.
Computed, not measured: a 21-piece molecular cluster, C84H147N21 overall in a non-equilibrium geometry, with ωB97M-V/def2-TZVPD.

Computed properties:
* DFT total energy: -120778.9207 eV
* F_max: 4.345 eV/Å
* charge: 0
* HOMO-LUMO gap: 11.1 eV
* relative energy (zero: lowest compared OMol25 entry of this formula, charge and spin): 2.107 eV
* highest occupied orbital energy: -10.878 eV

Geometry as XYZ:
```
252
Properties=species:S:1:pos:R:3:forces:R:3
C 2.2171 0.3306 -6.8649 -2.92 2.66 -1.80
C 1.2548 -0.6670 -6.2980 -0.90 0.72 2.47
C -0.2936 -0.2085 -6.1932 1.28 -1.56 -1.21
C -0.3300 0.9702 -5.3932 0.29 2.91 1.48
N -0.2064 1.9735 -4.8049 -0.41 -2.14 -1.10
H 2.1098 1.3429 -6.3793 0.37 -1.10 -0.23
H 1.8948 0.5342 -7.9257 0.41 -0.12 0.69
H 3.2097 0.0319 -6.9308 1.77 -0.69 0.32
H 1.5479 -0.7719 -5.2279 -0.15 -0.51 -0.53
H 1.3622 -1.6069 -6.7863 -0.26 -0.80 -0.34
H -0.9323 -1.0019 -5.7564 0.48 0.40 -0.17
H -0.6984 0.0177 -7.1891 0.03 0.02 0.25
C 5.4421 -0.0705 3.5656 -0.39 1.27 1.90
C 4.6931 0.5466 2.4377 0.08 -0.38 -2.41
C 3.8261 1.7484 2.8094 1.47 -0.64 0.66
C 2.8218 2.0729 1.8552 -0.80 0.58 -0.79
N 1.9691 2.3862 1.1493 0.26 -0.25 -0.07
H 4.8168 -0.6210 4.2842 -0.15 0.31 -0.21
H 5.9260 0.7529 4.1188 0.00 -0.36 0.15
H 6.2214 -0.7335 3.3180 0.73 -0.70 -0.76
H 4.0540 -0.2067 1.9664 0.08 0.02 -0.10
H 5.4136 0.8865 1.6412 -0.59 -0.34 0.63
H 4.5155 2.5869 2.9684 -0.48 0.12 0.20
H 3.2998 1.4510 3.6955 -0.34 0.31 0.83
C -5.4007 0.0678 -2.0334 1.67 0.91 0.45
C -5.0565 0.6609 -3.4321 -1.09 0.92 0.82
C -3.5692 0.8046 -3.6820 -0.54 -0.03 -0.86
C -2.9484 -0.4767 -3.7787 -0.89 2.37 0.08
N -2.4675 -1.4900 -3.8051 1.55 -3.32 -0.42
H -6.4622 -0.0770 -1.8224 0.16 0.39 -0.04
H -4.8636 0.7214 -1.2518 -1.27 -0.61 -0.95
H -4.9097 -0.8782 -1.8241 -0.03 -0.47 -0.41
H -5.4400 1.7012 -3.4532 -0.01 -0.47 -0.05
H -5.5295 0.1653 -4.2957 0.23 -0.15 0.57
H -3.0252 1.3667 -2.9684 0.27 0.68 1.22
H -3.4047 1.3360 -4.6073 0.02 0.06 -0.54
C 3.4798 -6.3319 -0.3037 -0.78 1.64 1.51
C 2.2342 -5.4140 -0.3824 -0.33 -0.11 -0.22
C 2.0548 -4.4966 0.8818 2.38 -0.95 -1.29
C 2.9871 -3.3747 0.6978 -1.24 -0.68 0.96
N 3.6786 -2.4694 0.6556 0.83 0.92 -0.35
H 3.5656 -6.9119 -1.1739 0.24 -0.76 -1.23
H 3.4594 -6.9750 0.5752 -0.01 0.00 -0.02
H 4.3273 -5.6416 -0.2013 0.14 -0.44 -0.10
H 1.2892 -5.9572 -0.5393 0.39 -0.13 0.12
H 2.3778 -4.8028 -1.2960 -0.28 -0.08 0.58
H 2.4059 -5.0423 1.7631 -0.14 0.00 0.00
H 1.0772 -4.1448 1.0555 -1.20 0.51 0.02
C 3.8379 5.2301 -2.0867 -2.07 -1.15 -1.32
C 5.0280 5.9987 -1.7396 1.40 0.68 0.51
C 6.3273 5.1881 -1.3759 -0.03 0.28 0.23
C 6.1987 4.2150 -0.2336 0.01 2.44 -2.73
N 5.9911 3.6770 0.7402 -0.31 -1.48 1.81
H 2.9608 5.8599 -2.3794 0.70 -0.24 0.56
H 3.5580 4.6051 -1.2485 -0.39 -0.23 0.26
H 3.9297 4.5578 -2.9541 0.39 0.10 0.24
H 4.7098 6.7030 -0.9511 0.69 -0.29 0.07
H 5.3584 6.6182 -2.5642 0.00 0.26 -0.27
H 7.0435 5.9663 -1.0556 -0.03 -0.56 -0.01
H 6.7656 4.7144 -2.2825 -0.47 0.09 0.69
C -1.8678 4.2649 -7.2153 0.02 1.72 0.61
C -1.5094 4.9553 -5.8861 -1.50 -0.78 0.37
C -2.4060 4.4431 -4.7003 -0.71 -0.37 -1.76
C -3.8590 4.3282 -5.1294 -0.04 0.09 0.60
N -5.0004 4.3227 -5.3351 1.33 -0.14 0.01
H -1.2399 4.6973 -7.9915 -0.30 0.18 -0.30
H -2.9329 4.4304 -7.3780 0.13 -0.17 -0.56
H -1.6345 3.2331 -7.2085 0.00 -1.21 0.29
H -1.6034 6.0212 -5.9136 -0.28 0.73 -0.45
H -0.4853 4.7749 -5.7070 1.21 -0.41 0.71
H -2.4535 5.0641 -3.8307 0.27 0.58 0.46
H -2.0265 3.4778 -4.3841 -0.25 -0.28 0.03
C -2.5062 -6.5741 2.6055 1.10 0.82 -1.18
C -2.8793 -5.0757 2.6249 0.60 -0.02 0.48
C -3.6913 -4.9213 3.9121 0.76 1.23 1.06
C -2.7042 -4.9736 5.0554 -1.07 0.33 0.18
N -2.0324 -4.9051 5.9913 -0.14 -0.36 -0.71
H -3.3610 -7.0824 2.2039 -0.43 -0.79 0.26
H -2.1737 -6.9177 3.5991 -0.36 -0.02 -0.43
H -1.6782 -6.7702 1.8931 -0.35 0.10 0.39
H -3.4886 -4.7421 1.7762 0.21 -0.33 0.02
H -1.9642 -4.4391 2.6628 -0.83 -0.36 -0.02
H -4.4056 -5.7338 4.0234 -0.04 -0.06 0.08
H -4.2387 -3.9531 4.0329 0.50 -0.68 -0.25
C 1.6203 -4.7617 4.8588 3.47 -0.23 0.19
C 1.9667 -3.3505 4.4544 -0.14 -0.01 0.28
C 0.9662 -2.4210 5.0592 -0.07 0.91 -0.17
C 1.1846 -1.0436 4.6337 -0.73 0.62 -0.14
N 1.3265 0.0750 4.3985 0.19 -0.35 -0.11
H 2.3197 -5.4277 4.3432 -0.16 -0.14 -0.08
H 0.6654 -5.0330 4.5983 -2.43 -0.52 -0.52
H 1.8148 -4.9691 5.9076 -0.31 0.23 0.28
H 1.9345 -3.2485 3.3703 0.11 0.08 -0.01
H 2.9138 -2.9851 4.8307 0.68 -0.49 -0.23
H 1.0105 -2.3475 6.1248 0.45 -0.39 0.95
H -0.0200 -2.7862 4.8815 -0.90 0.20 -0.64
C -0.8588 4.4203 4.3726 1.75 1.02 -1.42
C 0.0641 3.2688 4.4969 1.77 -0.18 0.41
C 0.3794 2.9460 5.9849 -0.14 -1.43 -0.19
C -0.8388 2.3146 6.5866 0.44 0.59 -0.57
N -1.8552 1.8087 6.7838 0.37 0.17 0.22
H -1.8384 4.1749 4.5704 -2.28 -0.23 0.90
H -0.8256 4.8086 3.3544 -0.16 -0.13 -0.25
H -0.4223 5.2211 4.9465 -0.44 0.45 0.63
H 1.0370 3.6261 4.0938 -0.50 -0.66 0.01
H -0.2609 2.3649 3.9607 0.18 0.25 0.25
H 0.8661 3.7384 6.5535 -0.83 0.48 -0.02
H 1.1698 2.1923 6.0137 -0.21 -0.37 -0.15
C -7.3150 5.1444 -0.4902 0.45 -1.91 -1.06
C -6.3934 4.4236 0.5772 -1.99 1.05 0.30
C -5.5598 3.2854 0.0096 -0.49 0.49 -0.42
C -4.6957 3.7953 -1.0237 2.07 1.46 -1.78
N -4.0034 4.3392 -1.7893 -1.26 -1.20 1.23
H -8.0686 5.8508 -0.1226 0.44 -0.24 0.27
H -7.8625 4.3404 -1.0924 0.56 1.09 0.71
H -6.6359 5.6572 -1.2143 -0.64 -0.24 0.51
H -6.9659 3.9959 1.4201 -0.12 0.17 -0.48
H -5.8630 5.2593 1.0241 0.87 -0.33 0.09
H -6.1927 2.5329 -0.4493 -0.32 -0.16 0.05
H -4.9717 2.7945 0.7569 0.45 -0.23 0.43
C 7.3626 -5.0278 5.1370 -1.51 1.80 0.89
C 7.2028 -3.9541 4.0212 0.32 -1.47 -0.69
C 6.9582 -4.7722 2.7042 -0.68 0.44 0.93
C 5.5998 -5.3675 2.7043 1.04 0.01 0.28
N 4.5770 -5.8647 2.8562 -0.25 0.07 -0.16
H 6.3857 -5.6094 5.1270 1.38 0.38 0.38
H 7.4866 -4.4863 6.1507 -0.10 -1.19 -1.52
H 8.2175 -5.6514 4.8913 -0.02 -0.17 0.30
H 8.1079 -3.3698 3.8722 0.03 -0.06 0.17
H 6.3898 -3.2620 4.1844 -0.26 0.13 0.23
H 7.7240 -5.5222 2.6776 0.12 -0.85 -0.05
H 7.1052 -4.2141 1.8112 -0.16 0.62 -0.65
C 5.8633 5.8735 3.4993 0.20 0.40 0.85
C 4.9736 6.5763 2.4918 -0.91 -1.28 -0.14
C 3.6645 5.7043 2.2862 1.51 -0.45 0.83
C 3.0681 5.5902 3.6324 -2.31 0.12 1.76
N 2.4898 5.5851 4.6542 1.69 -0.10 -2.41
H 6.0165 4.8103 3.2796 0.01 0.27 -0.26
H 5.3863 5.9171 4.4896 0.27 0.01 -0.15
H 6.8395 6.3731 3.5754 -0.23 -0.23 0.01
H 5.4834 6.6050 1.5516 0.26 0.22 -0.75
H 4.6978 7.5957 2.7847 0.09 -0.25 0.03
H 3.9288 4.6532 1.9370 -0.29 1.42 0.23
H 2.9828 6.1882 1.5966 -0.29 -0.11 -0.02
C 6.8793 -1.9970 0.7572 -0.61 -0.04 -1.03
C 8.3807 -1.9868 0.8269 0.15 -0.17 0.31
C 8.9408 -0.8142 1.6419 -0.28 0.55 0.69
C 8.6919 -0.8288 3.1270 0.47 -0.85 -0.22
N 8.6448 -0.9782 4.2724 -0.08 0.40 -0.91
H 6.4250 -2.2543 1.6873 -0.42 -0.05 0.74
H 6.4892 -2.7159 0.0017 0.35 0.46 0.45
H 6.5083 -1.0068 0.4639 -0.02 -0.19 0.01
H 8.7248 -1.9120 -0.2080 0.45 0.06 0.24
H 8.7682 -2.9144 1.2735 -0.02 0.11 -0.32
H 8.5354 0.1334 1.2728 0.09 -0.07 -0.09
H 10.0217 -0.7770 1.5466 0.18 0.10 -0.06
C 0.1169 3.8184 -2.2962 -0.64 0.23 0.52
C -0.3191 4.9158 -1.3275 -1.40 0.57 -0.73
C -0.2050 4.5729 0.1904 -0.59 -1.20 -1.59
C -1.4236 3.7742 0.5607 0.98 0.68 0.59
N -2.3720 3.2492 0.9445 0.16 -0.13 -0.20
H -0.3999 2.8899 -1.9835 -0.12 0.34 -0.76
H 1.1418 3.5750 -2.1930 1.36 -0.11 0.12
H -0.0386 4.1193 -3.3495 -0.23 -0.49 0.69
H -1.3727 5.1279 -1.6334 0.31 -0.36 0.81
H 0.0795 5.9032 -1.5543 0.89 -0.08 0.17
H -0.1883 5.4809 0.7674 -0.04 0.22 0.45
H 0.7081 3.9588 0.3558 -0.73 0.46 0.16
C 3.2507 1.6025 -3.6032 -1.33 -1.42 -1.45
C 2.9495 0.9643 -2.2850 -2.02 -0.17 1.34
C 4.1271 0.3082 -1.5644 0.59 -0.31 -0.82
C 5.1916 -0.3181 -2.4014 -0.73 0.81 0.71
N 6.0966 -0.8443 -2.8626 0.44 -0.29 -0.52
H 3.5541 0.8166 -4.3253 0.27 0.27 0.43
H 4.0661 2.2576 -3.4721 0.80 1.22 -0.29
H 2.3490 2.0111 -4.1298 0.80 0.27 0.92
H 2.1528 0.1816 -2.3696 0.59 0.58 -0.29
H 2.4723 1.6879 -1.5377 0.77 -0.72 -0.97
H 3.7318 -0.5745 -1.0713 0.10 0.27 1.00
H 4.6395 1.0355 -0.9158 -0.21 -0.51 0.13
C -4.1208 -1.9271 8.0468 1.02 -0.38 0.11
C -2.8041 -1.2256 7.8429 0.95 0.06 -0.08
C -1.7959 -1.8871 6.8708 -0.87 -0.52 0.21
C -2.1454 -1.5800 5.4811 0.13 -0.16 0.37
N -2.4259 -1.3261 4.3984 -0.20 0.11 -0.30
H -3.9184 -2.9296 8.3780 -0.10 -0.61 0.41
H -4.5760 -2.0337 7.0917 -0.89 0.08 -0.77
H -4.7576 -1.4310 8.7665 -0.18 0.17 -0.03
H -2.2140 -1.1253 8.7491 -0.35 0.16 0.43
H -2.9560 -0.2568 7.4301 -0.21 1.03 0.13
H -1.8607 -2.9966 6.9948 0.67 0.89 -0.11
H -0.8108 -1.4460 7.0866 -0.23 -0.48 -0.18
C -6.5456 -5.5006 -5.0715 1.04 1.79 -0.12
C -5.0464 -5.6503 -4.7578 -0.46 1.23 -0.08
C -4.1473 -4.4632 -5.1966 -0.48 -1.00 -0.96
C -4.2837 -4.2304 -6.6797 -0.59 0.02 1.55
N -4.5433 -4.1170 -7.7917 0.22 0.11 -0.27
H -7.0087 -4.6474 -4.5256 0.30 -0.44 -0.54
H -6.9317 -6.3799 -4.6737 -1.31 -1.55 0.51
H -6.7417 -5.4562 -6.1562 0.02 0.12 0.49
H -4.7478 -6.5111 -5.2780 0.71 -1.41 -0.55
H -4.9218 -5.8011 -3.6816 0.12 0.08 -0.23
H -3.0889 -4.7192 -5.0556 -0.30 0.46 0.46
H -4.5317 -3.6468 -4.5925 0.70 0.64 -0.29
C -7.2927 0.2738 -6.7624 0.37 0.68 0.54
C -6.6279 0.2582 -8.1018 -0.53 0.79 -1.41
C -5.5055 -0.7679 -8.2078 1.12 0.15 -1.01
C -4.3066 -0.1197 -7.5651 -2.25 -2.21 -1.34
N -3.4309 0.4019 -7.0704 1.59 1.00 0.92
H -6.5349 0.3430 -5.9807 -0.17 -0.32 0.12
H -7.9805 -0.5308 -6.6163 -0.09 -0.91 0.23
H -7.8905 1.1564 -6.6371 -0.30 0.64 -0.08
H -6.2598 1.2846 -8.3387 0.04 -0.78 0.18
H -7.3831 0.0777 -8.8784 0.16 -0.20 0.09
H -5.2526 -1.0970 -9.2687 -0.12 0.93 1.17
H -5.7646 -1.7336 -7.7704 0.18 0.23 0.55
C -6.5094 2.0747 4.1697 -0.93 -1.51 1.65
C -5.1518 1.4747 4.5205 -0.59 -0.77 -0.39
C -4.2212 1.3981 3.3200 0.53 0.77 -0.54
C -4.6513 0.4111 2.3151 -0.57 -0.28 -0.84
N -5.0815 -0.2354 1.4526 0.61 0.56 1.04
H -7.2761 2.0577 5.0057 1.02 -0.36 -0.72
H -6.9579 1.5499 3.3289 -0.02 0.17 -0.20
H -6.3834 3.0950 3.9976 0.16 1.79 -0.84
H -5.2236 0.4382 4.8443 -0.31 -0.06 0.38
H -4.6527 2.0108 5.3043 0.22 0.40 0.40
H -3.2214 1.1590 3.7091 -0.14 -0.05 -0.45
H -4.1634 2.3643 2.7526 0.13 -0.64 0.60
C 0.3447 -3.7784 -3.0159 -1.15 3.03 0.19
C -0.9277 -4.4886 -2.6116 0.78 -1.35 0.26
C -1.8030 -3.6151 -1.7284 -0.93 0.69 0.37
C -3.1956 -4.0965 -1.7359 -0.13 0.62 -0.03
N -4.3145 -4.3630 -1.7682 0.25 -0.17 0.05
H 1.0734 -4.3474 -3.5170 0.69 -0.92 -0.76
H 0.8068 -3.3930 -2.0944 0.03 -0.11 -0.17
H 0.1022 -2.8376 -3.6056 0.33 -1.11 0.39
H -0.5055 -5.3045 -1.9634 -1.06 0.08 -0.70
H -1.5293 -4.9130 -3.4666 0.83 0.41 0.89
H -1.8372 -2.5438 -2.0414 0.08 -0.97 -0.05
H -1.5182 -3.5807 -0.6718 0.40 -0.23 -0.08
C -0.1834 -0.2521 -0.9095 -2.11 -0.31 -1.06
C -1.5116 -0.0761 -0.1659 -1.26 -0.15 -0.63
C -1.2829 -0.1999 1.3532 0.66 -0.36 -0.25
C -0.8073 -1.5427 1.7502 0.12 -2.58 0.24
N -0.5906 -2.6726 1.9907 -0.13 2.94 -0.61
H 0.4640 0.5296 -0.6134 1.11 0.59 0.27
H -0.4169 -0.1592 -1.9908 0.50 -0.07 0.40
H 0.2007 -1.2594 -0.7186 0.26 0.26 0.01
H -2.3199 -0.7359 -0.6504 1.17 0.23 1.32
H -2.0275 0.9044 -0.2916 0.94 -0.21 -0.09
H -2.2131 -0.0842 1.8700 -0.46 0.29 0.51
H -0.5427 0.5729 1.6820 -0.62 -0.59 -0.18
```
Forces are in eV/Å.

=====

2.
Computed, not measured: C7H13O as an isolated structure in a non-equilibrium geometry, with ωB97M-V/def2-TZVPD.

Computed properties:
* DFT total energy: -9511.2127 eV
* F_max: 1.949 eV/Å
* charge: -1
* HOMO-LUMO gap: 5.5 eV
* relative energy (zero: lowest compared OMol25 entry of this formula, charge and spin): 5.202 eV
* highest occupied orbital energy: -2.141 eV

Geometry as XYZ:
```
21
Properties=species:S:1:pos:R:3:forces:R:3
C -1.7239 1.3301 -1.3545 -0.37 -0.67 -1.36
O -2.4074 0.4444 -2.1172 -0.03 -0.01 0.29
C -1.4632 0.8489 0.0777 0.63 0.16 1.02
C -0.6123 -0.3796 0.1443 -0.04 0.18 -0.15
C 0.5231 -0.4907 0.8787 0.36 -0.83 -0.06
C 0.8370 0.4607 1.8955 -0.94 1.00 0.09
C 1.5645 0.1163 3.0551 -1.85 -0.18 -0.58
C 1.6350 -1.5096 0.5273 -1.00 0.63 0.06
H -2.2687 2.3043 -1.2356 0.24 0.13 0.10
H -0.7361 1.5705 -1.8392 0.06 0.26 0.40
H -2.4477 0.7712 0.5485 0.06 -0.33 0.07
H -0.8696 1.5729 0.6550 -0.38 0.32 -0.05
H -1.4596 -0.4714 -5.6735 -0.24 0.08 0.02
H -0.8826 -1.1868 -0.5320 0.12 0.10 -0.21
H -0.7588 -0.6813 -5.6023 0.24 -0.08 -0.01
H 1.4520 -0.8821 3.5017 0.77 -0.23 -0.25
H 2.1622 0.3762 2.0436 1.58 0.09 0.86
H 1.7093 0.9152 3.7721 0.50 0.07 -0.11
H 2.5705 -0.9490 0.4793 0.18 -0.07 -0.13
H 1.7799 -2.3091 1.2548 -0.13 -0.17 -0.13
H 1.3962 -1.8510 -0.4793 0.23 -0.47 0.14
```
Forces are in eV/Å.

=====

3.
Computed, not measured: a single C5H5BrClN molecule in a non-equilibrium geometry, with ωB97M-V/def2-TZVPD.

Computed properties:
* SMILES: ClC1=CC=NC[C@H]1Br
* DFT total energy: -89318.5815 eV
* F_max: 5.483 eV/Å
* charge: 0
* HOMO-LUMO gap: 9.5 eV
* relative energy (zero: lowest compared OMol25 entry of this formula, charge and spin): 0.683 eV
* highest occupied orbital energy: -9.467 eV

Geometry as XYZ:
```
13
Properties=species:S:1:pos:R:3:forces:R:3
Cl 1.4727 2.4704 -0.6713 -0.62 0.11 -0.36
C 0.3568 1.1811 -0.5347 0.78 -2.40 2.54
C -0.9746 1.1029 -0.7227 2.67 -0.35 -0.46
C -1.5974 -0.1641 -0.4159 -2.34 -0.63 1.69
N -1.1808 -1.1632 0.2637 -0.84 0.86 -1.61
C 0.1739 -1.2556 0.7125 0.24 -0.49 1.12
C 1.1741 -0.1785 0.4327 -1.83 3.45 -3.85
Br 2.7864 -0.6158 -0.5964 -0.56 -0.32 0.34
H -1.6214 1.7966 -1.2087 0.08 0.82 -0.18
H -2.7227 -0.0938 -0.5646 1.32 -0.67 -0.18
H 0.6131 -2.1380 0.2424 -0.31 -0.52 0.69
H -0.0035 -1.3361 1.8298 0.92 -0.41 -1.08
H 1.5235 0.3941 1.2333 0.50 0.54 1.35
```
Forces are in eV/Å.